(1)
C56H56AsN2O6SSeTa as an isolated structure in a non-equilibrium geometry, computed with ωB97M-V with the def2-TZVPD basis set.

The value obtained for the HOMO energy is -12.956 eV. Its molar mass is 1220.0 g mol⁻¹. The charge is +2. The calculation puts the relative energy (zero: lowest compared OMol25 entry of this formula, charge and spin) at 1.112 eV.

Geometry (Å):
Ta1 -0.26401 -0.13306 0.43762
Se1 1.43870 1.59078 -0.70794
As1 -2.31600 -1.83063 0.93870
S1 -1.59518 -0.02470 -1.58289
O1 -2.25741 5.84082 2.28154
O2 0.75591 -3.97754 1.07680
O3 -0.10985 -0.08810 2.54654
O4 -1.37231 1.34085 1.04469
O5 0.68434 -1.80396 -0.40983
O6 1.72070 -0.80366 1.16883
N1 -0.02958 3.12679 -2.63090
N2 0.77091 1.27969 -3.48147
C1 4.41832 -4.61177 -2.33669
C2 -5.52277 0.81846 -1.21297
C3 -2.64020 -1.93207 2.82477
C4 2.20008 5.23878 -0.04770
C5 -2.81068 -6.02190 -1.06933
C6 4.53937 -3.72965 3.80895
C7 -0.07753 0.86765 3.38001
C8 -1.74937 4.62748 2.46467
C9 -4.20200 0.79521 -1.63804
C10 2.85471 -3.76981 -0.19480
C11 -1.99195 -5.06718 -1.65745
C12 -0.58132 2.16953 3.08386
C13 -5.92503 0.07238 -0.11435
C14 2.48539 -4.88841 -0.92860
C15 -3.04514 6.09220 1.11668
C16 -3.31302 -4.50291 0.72296
C17 -3.47227 -5.74175 0.11778
C18 0.09324 1.93166 -4.50773
C19 -1.16130 4.00054 -4.72841
C20 0.50128 0.55041 4.71879
C21 4.53684 0.44125 -2.56319
C22 -2.17601 -3.00964 3.56946
C23 1.92714 -2.88918 3.43676
C24 -2.83078 -1.87861 5.59069
C25 2.46708 -2.92194 4.70896
C26 2.00018 -3.28608 0.97104
C27 -3.67815 -0.73098 0.14597
C28 -4.99991 -0.70919 0.56507
C29 3.78129 -3.33803 4.89739
C30 3.27372 -5.31366 -1.99039
C31 -1.28137 2.37796 1.87599
C32 3.82204 1.17460 -3.69036
C33 1.99421 5.23069 -1.55735
C34 2.69122 -3.27525 2.33217
C35 -2.27884 -2.98058 4.95468
C36 0.67423 2.01713 -2.37198
C37 3.99110 -3.05151 -0.55848
C38 1.53000 0.03798 -3.67351
C39 -1.04020 4.46015 3.67743
C40 -0.40888 3.10760 -3.97058
C41 1.51170 -1.89917 0.57911
C42 -0.48174 3.25727 3.98542
C43 -0.34635 4.22682 -1.71664
C44 2.82648 0.28978 -4.43445
C45 -0.87595 2.46015 -6.58871
C46 -3.27893 -0.79473 4.84439
C47 4.77175 -3.47426 -1.62269
C48 -1.82081 -3.82879 -1.05932
C49 -3.17989 -0.81593 3.46185
C50 0.53612 5.44465 -1.95689
C51 3.99538 -3.70456 2.52813
C52 -0.13272 1.57574 -5.83443
C53 -1.38038 3.65251 -6.04552
C54 -3.27028 0.02096 -0.95694
C55 -2.48751 -3.55268 0.12946
C56 -1.88554 3.58118 1.55340
H1 -0.24406 0.70104 5.50190
H2 0.94157 -4.85292 1.43947
H3 3.25279 5.12933 0.21255
H4 4.59494 -4.03997 1.69374
H5 -0.24425 3.84247 -0.70234
H6 -1.07651 2.23287 -7.62704
H7 5.55645 -4.07049 3.95069
H8 5.26031 1.08399 -2.06114
H9 1.85290 6.18128 0.38124
H10 1.86385 -2.63762 5.56318
H11 3.31118 2.06444 -3.30296
H12 0.11779 6.26894 -1.37169
H13 -5.31857 -1.29756 1.41661
H14 4.20412 -3.36740 5.89319
H15 -3.89759 1.37128 -2.50345
H16 1.57868 -5.42701 -0.68950
H17 0.25079 0.65710 -6.25602
H18 2.59121 0.71366 -5.41229
H19 1.70429 -0.39653 -2.69072
H20 0.87474 -0.64211 -4.21844
H21 -2.43841 3.66586 0.63030
H22 2.99019 -6.19593 -2.54941
H23 -6.24630 1.41916 -1.74885
H24 -1.40129 4.45689 -1.87784
H25 -2.44009 5.98055 0.21471
H26 3.83692 0.07995 -1.80382
H27 -1.16819 -3.09122 -1.50794
H28 -0.97168 5.30688 4.34599
H29 -1.72426 -3.86654 3.08453
H30 -1.48092 -5.28774 -2.58590
H31 -3.53071 0.03260 2.88503
H32 -3.85049 -4.28640 1.63751
H33 -2.91863 -1.86549 6.66933
H34 5.07510 -0.42380 -2.95673
H35 3.27643 -0.68889 -4.62449
H36 -3.90438 5.42152 1.08207
H37 2.60186 6.01491 -2.01082
H38 4.28279 -2.16607 -0.00148
H39 -1.92898 -3.82485 5.53440
H40 -1.55326 4.91965 -4.31440
H41 4.55514 1.55148 -4.40494
H42 0.89798 -2.57603 3.29707
H43 -6.95702 0.08882 0.20953
H44 -2.93645 -6.98854 -1.53992
H45 5.03435 -4.94856 -3.16021
H46 -1.95520 4.31394 -6.67961
H47 0.04066 3.14223 4.92548
H48 0.45676 5.74230 -3.00481
H49 -3.38145 7.11874 1.20567
H50 5.66374 -2.92300 -1.89102
H51 1.65807 4.42963 0.44941
H52 -4.11692 -6.48330 0.57113
H53 2.36330 4.29302 -1.99031
H54 -3.71607 0.06467 5.33632
H55 0.85173 -0.47746 4.72889
H56 1.33880 1.21845 4.92815



(2)
A 8-piece molecular cluster, C56H66BF7O overall, computed with ωB97M-V with the def2-TZVPD basis set.

The value obtained for the HOMO energy is -9.161 eV. Its molar mass is 898.9 g mol⁻¹.

Geometry (Å):
F1 -7.20750 4.29439 9.56468
F2 -3.78083 10.58436 7.93359
F3 2.17353 -5.55969 -0.55705
F4 8.38200 -4.77421 -4.36552
F5 -2.23606 4.55272 -3.62504
F6 4.49033 -9.26052 -1.37225
F7 -1.91688 1.93346 6.46462
O1 0.61271 -0.70995 2.08685
C1 0.17614 2.49710 -1.96749
C2 -6.94119 1.70705 6.39927
C3 -2.99165 3.71520 5.37766
C4 5.81662 -4.85020 -2.30432
C5 -5.59408 7.95632 9.61297
C6 -0.95055 -1.35866 -3.95058
C7 3.37610 -5.32291 -1.13201
C8 -2.50525 5.65232 -5.68014
C9 8.71273 -3.77934 -5.22008
C10 -7.12819 3.42574 8.53268
C11 7.79002 -3.38838 -6.16832
C12 -0.64922 0.05517 -4.46628
C13 -0.65482 6.89861 -6.58749
C14 3.46378 -5.33461 -2.50830
C15 -5.15658 9.22804 9.27057
C16 -4.21053 9.35035 8.27295
C17 -3.08618 4.55178 4.27456
C18 2.46581 -11.46847 -3.38037
C19 4.46602 -5.08383 -0.32130
C20 3.45873 -9.72365 -2.10653
C21 10.28648 -2.17381 -5.98662
C22 2.23317 -0.61099 -0.11594
C23 -5.88357 2.95591 8.16654
C24 3.53295 -11.00000 -2.62701
C25 -0.40800 5.76555 -4.47440
C26 2.27517 -1.90592 0.69959
C27 -2.19907 4.41586 3.21515
C28 -2.00193 2.75412 5.39298
C29 4.70053 -5.09695 -3.09194
C30 0.35541 2.24013 -3.47269
C31 -8.28409 3.06158 7.87396
C32 -8.18022 2.19006 6.79838
C33 -2.41568 -2.19509 -0.41134
C34 -1.21318 3.43918 3.25981
C35 -1.96349 6.44667 -6.68052
C36 1.35514 -10.66607 -3.60298
C37 -4.13461 6.99523 7.96602
C38 -1.71347 5.33064 -4.59682
C39 -1.51516 -2.18177 1.96248
C40 8.13493 -2.36464 -7.03920
C41 1.31002 -9.38592 -3.06748
C42 -1.27231 2.34064 -1.46773
C43 2.36753 -8.90346 -2.30980
C44 -1.10574 2.59622 4.35692
C45 -2.14697 -2.34941 -1.90687
C46 -5.79747 2.09088 7.08566
C47 0.57700 0.75562 -3.84388
C48 -3.68722 8.25945 7.60903
C49 9.95708 -3.19475 -5.10643
C50 5.69405 -4.84336 -0.92080
C51 -0.98257 -1.49290 -2.41701
C52 9.37980 -1.75706 -6.95153
C53 -5.08640 6.83869 8.96509
C54 1.50163 -1.82911 2.01957
C55 -1.28603 -2.66390 0.51112
C56 0.11804 6.55566 -5.48670
B1 -0.72063 -0.86221 2.30745
H1 -3.31152 -2.76558 -0.14066
H2 0.82128 1.80261 -1.41965
H3 7.42504 -2.04140 -7.78880
H4 -2.58561 -1.99678 2.11648
H5 -2.65219 -1.13935 -0.21592
H6 -2.56970 6.71227 -7.53635
H7 0.52739 -11.03779 -4.19161
H8 -5.53540 10.11329 9.76267
H9 -2.94815 8.40558 6.83320
H10 9.64259 -0.96032 -7.63391
H11 -3.85827 5.30954 4.24492
H12 -9.23651 3.45759 8.19822
H13 -0.23734 7.51577 -7.37139
H14 -6.86565 1.03756 5.55338
H15 -0.34773 1.82706 4.40755
H16 1.21610 -0.36869 -0.43647
H17 2.50434 -12.46743 -3.79419
H18 10.64464 -3.53560 -4.34471
H19 2.58212 -5.53266 -3.10321
H20 -1.30644 1.98862 -0.43339
H21 -1.26194 -3.76114 0.47954
H22 1.21392 2.81773 -3.83356
H23 6.56028 -4.65261 -0.30125
H24 4.34613 -5.08191 0.75368
H25 -1.53993 0.67820 -4.32197
H26 -1.24446 -2.96389 2.68725
H27 -0.52021 2.60675 -4.02173
H28 0.94675 -2.75440 2.19054
H29 0.44730 -8.75566 -3.23916
H30 -3.67371 3.79879 6.21273
H31 -5.43254 5.85235 9.23621
H32 -4.82911 1.71655 6.78008
H33 -0.50221 -0.01439 -5.54903
H34 -0.03332 -1.90780 -2.06150
H35 -5.00477 3.27117 8.71405
H36 11.25825 -1.70365 -5.91640
H37 -3.73325 6.12728 7.45802
H38 -0.23403 -2.07280 -4.37360
H39 -1.83715 1.64119 -2.09454
H40 1.91162 -2.74643 0.10030
H41 6.82781 -3.87940 -6.21866
H42 4.40960 -11.60548 -2.44214
H43 -3.52056 5.28389 -5.73173
H44 3.32497 -2.12241 0.92897
H45 -2.27821 5.06699 2.35508
H46 -1.08598 -0.49740 -1.95636
H47 -6.33854 7.83898 10.38935
H48 -0.31336 -2.32649 0.13965
H49 1.13993 6.90336 -5.41304
H50 6.77408 -4.66501 -2.76853
H51 0.92605 0.20458 -2.96391
H52 1.39793 0.71547 -4.56630
H53 -0.52459 3.32341 2.43312
H54 -1.93484 -1.64273 -4.34049
H55 2.60113 0.23599 0.47175
H56 -1.27907 0.08882 2.78138
H57 0.17807 5.48523 -3.60962
H58 -1.79914 3.29501 -1.52488
H59 2.85171 -0.70870 -1.01322
H60 -2.00251 -3.40581 -2.16669
H61 2.35242 -7.91311 -1.87637
H62 4.79031 -5.10697 -4.17032
H63 0.52355 3.50361 -1.70821
H64 -9.07414 1.89594 6.26463
H65 -3.04858 -2.02184 -2.44304
H66 2.19921 -1.70855 2.85436